No. 1
Entry from the OMol25 dataset: 2 unconnected molecules or ions with the total composition C3H6N (ωB97M-V/def2-TZVPD).

The geometry in XYZ format:
```
10
Properties=species:S:1:pos:R:3
C -3.197 -0.532 0.045
C 2.009 -0.358 0.135
C -1.162 0.804 -0.227
N -2.218 0.143 -0.001
H -3.974 -1.055 0.441
H 2.485 -1.296 0.513
H 2.166 0.644 0.792
H 1.451 -0.284 -0.765
H -1.219 1.750 0.150
H -0.314 0.307 -0.540
```

Summary:
Charge = +1
Lowest unoccupied orbital energy (spin up / spin down) = -5.37 / -7.62 eV
Relative energy (zero: lowest compared OMol25 entry of this formula, charge and spin) = 121.5 kcal/mol
Spin multiplicity = 1
Orbital gap (spin up / spin down) = 10.363 / 4.958 eV

Atomic partial charges in e from the natural (NBO) method, atoms 1 to 5:
1. C 0.44
2. C -0.50
3. C 0.03
4. N -0.26
5. H 0.27

---

No. 2
Entry from the OMol25 dataset: 2 unconnected molecules or ions with the total composition C6H10N5O (ωB97M-V/def2-TZVPD).

The geometry in XYZ format:
```
22
Properties=species:S:1:pos:R:3
C -3.163 0.997 -0.096
C -3.627 -0.318 0.077
C -0.895 0.535 -0.028
C -1.237 -0.809 0.096
C 0.750 2.078 0.388
C 0.963 -1.803 0.161
N -1.943 1.392 -0.101
N -2.527 -1.185 0.247
N -0.366 -1.928 0.126
N 1.764 -2.832 0.006
N 0.992 2.670 -0.795
O 1.711 1.252 0.808
H -3.736 1.937 -0.100
H -4.533 -0.777 0.015
H 0.007 2.620 1.027
H 1.379 -0.854 0.026
H -0.769 -2.830 0.175
H 1.494 -3.865 -0.092
H 2.723 -2.791 -0.120
H 0.315 3.302 -1.100
H 1.875 2.508 -1.281
H 2.362 1.574 1.497
```

Summary:
Charge = +1
Lowest unoccupied orbital energy = -3.51 eV
Relative energy (zero: lowest compared OMol25 entry of this formula, charge and spin) = 53.7 kcal/mol
Spin multiplicity = 1
Orbital gap = 7.514 eV

Atomic partial charges in e from the natural (NBO) method, atoms 1 to 5:
1. C 0.01
2. C 0.00
3. C -0.04
4. C 0.21
5. C 0.47

---

No. 3
Entry from the OMol25 dataset: 2 unconnected molecules or ions with the total composition C3H11N2O (ωB97M-V/def2-TZVPD).

The geometry in XYZ format:
```
17
Properties=species:S:1:pos:R:3
C -0.373 0.638 -1.674
C -1.257 -0.610 -1.500
N -0.483 -1.745 -0.985
N -0.189 1.390 -0.426
H 0.565 0.238 -2.094
H -0.854 1.227 -2.465
H -2.104 -0.318 -0.863
H -1.632 -0.949 -2.472
H -1.094 -2.533 -0.802
H 0.005 -1.513 -0.108
H 0.051 0.808 0.440
H 0.572 2.044 -0.538
C 1.360 0.252 2.700
O 0.668 -0.195 1.622
H 2.043 -0.502 3.144
H 2.021 1.140 2.500
H 0.703 0.626 3.521
```

Summary:
Charge = -1
Lowest unoccupied orbital energy = 4.31 eV
Relative energy (zero: lowest compared OMol25 entry of this formula, charge and spin) = 10.6 kcal/mol
Spin multiplicity = 1
Orbital gap = 7.106 eV

Atomic partial charges in e from the natural (NBO) method, atoms 1 to 5:
1. C -0.22
2. C -0.21
3. N -0.88
4. N -0.92
5. H 0.15